{"formula": "C14H19N2O", "method": "ωB97M-V/def2-TZVPD", "symbols": ["C", "C", "C", "N", "N", "O", "H", "H", "H", "H", "C", "C", "C", "C", "C", "C", "C", "C", "C", "C", "C", "H", "H", "H", "H", "H", "H", "H", "H", "H", "H", "H", "H", "H", "H", "H"], "coordinates": [[0.397475, 1.242394, 2.665988], [-0.333656, 0.286317, 1.768125], [-0.858361, 0.936960, 0.586721], [-3.065591, 0.448194, 0.884694], [-3.634591, -0.398721, 0.423013], [-0.457379, -0.916971, 2.030632], [0.076798, 2.281913, 2.486543], [0.265880, 0.992651, 3.727011], [1.468667, 1.178890, 2.405885], [-1.228694, 1.962377, 0.690526], [1.032544, 0.635195, -0.846947], [-0.489731, 0.372241, -0.670222], [-1.401670, 0.927765, -1.770749], [-2.108014, 0.048465, -2.608011], [-1.906591, -1.436767, -2.569611], [-2.958366, 0.556351, -3.577283], [-3.093425, 1.926003, -3.768289], [-4.054845, 2.459214, -4.782891], [-2.231022, 2.763966, -3.071298], [-1.370531, 2.291661, -2.083172], [-0.396865, 3.290232, -1.525500], [1.597177, -0.125695, -0.294024], [1.314215, 0.584275, -1.897838], [1.264939, 1.625104, -0.432503], [-0.597633, -0.723242, -0.607590], [-2.607034, -1.908599, -3.264318], [-0.894941, -1.700324, -2.897729], [-2.073533, -1.902412, -1.595131], [-3.513923, -0.135782, -4.201624], [-4.026870, 3.552304, -4.809317], [-3.836504, 2.092545, -5.795603], [-5.083525, 2.154860, -4.552866], [-2.203635, 3.820654, -3.315762], [-0.665637, 4.278680, -1.922385], [-0.356729, 3.389126, -0.435398], [0.613104, 3.056331, -1.885667]], "atomic_forces_ev_per_a": [[0.5, 0.6, -0.1], [0.1, -2.7, 3.3], [0.1, 0.3, -0.8], [-2.2, -3.5, -1.9], [2.0, 3.3, 1.8], [0.0, 2.5, -1.3], [0.2, -0.3, 0.2], [0.0, -0.1, -0.4], [-0.3, 0.0, 0.2], [0.0, -0.5, -0.2], [0.8, 0.2, 1.0], [-1.7, -0.4, -1.5], [0.9, 0.1, -0.7], [0.0, -0.1, 0.3], [-0.1, -0.4, 0.0], [0.0, 0.2, 0.2], [0.3, 0.0, -0.2], [-0.3, 0.3, -0.3], [-0.2, -0.1, 0.0], [-0.5, 0.0, -0.2], [0.2, 0.4, -0.2], [-0.1, 0.2, -0.1], [-0.3, 0.1, 0.0], [0.4, -0.3, -0.4], [0.1, 0.2, 0.2], [0.2, 0.0, 0.1], [-0.1, 0.0, 0.1], [0.0, 0.1, 0.0], [0.0, 0.1, 0.0], [0.0, -0.2, 0.0], [0.0, 0.0, 0.3], [0.2, 0.0, 0.0], [-0.1, 0.0, 0.0], [0.2, -0.3, 0.3], [0.0, 0.0, -0.1], [-0.2, 0.2, 0.2]], "largest_force_ev_per_a": 4.6, "relative_energy_ev": 2.529, "lumo_energy_ev": -6.971, "orbital_gap_ev": 5.24, "charge": 1}